Entry 1:
A cluster of 12 separate species, C13H50N14O12 in total at a distorted geometry. Source: OMol25; level of theory: ωB97M-V/def2-TZVPD.

Geometry as XYZ:
```
89
Properties=species:S:1:pos:R:3:forces:R:3:lowdin_charge:R:1
C 1.6132 0.5940 -1.2805 -0.85 0.69 1.06 -0.0552
C 1.1490 0.2587 0.1059 -0.96 -2.43 -0.31 -0.2811
O 2.0934 -0.5586 0.8108 1.46 1.95 -2.04 -0.0882
H 2.4878 1.1874 -1.1837 0.94 0.77 -0.03 0.0719
H 0.8075 1.2144 -1.6819 0.15 -0.18 -0.49 0.0714
H 1.8686 -0.2367 -1.8717 -0.03 -1.20 -0.92 0.0474
H 0.2391 -0.3958 0.1147 0.25 0.85 -0.49 0.1027
H 0.8537 1.1734 0.5550 0.15 0.76 1.15 0.0789
H 1.7210 -0.6991 1.6500 -0.87 -0.77 1.91 -0.0059
C -2.2553 1.6177 1.7581 4.13 2.85 -4.42 -0.5990
O -1.5473 1.9111 0.6202 -3.58 -1.40 4.56 -0.1034
N -3.4177 1.0553 1.7899 -5.37 -2.61 -3.39 0.1588
N -1.8395 1.9981 2.9335 2.44 2.27 3.32 0.1823
H -3.9720 1.0081 0.8856 1.45 0.06 1.55 0.1526
H -3.9690 0.6444 2.5453 1.06 0.67 0.10 0.1366
H -1.0779 2.6854 2.9981 -0.04 -1.02 -0.50 0.1239
H -2.3672 2.0620 3.8147 -0.18 -0.60 -1.21 0.1398
C 0.0177 -2.3165 -2.5923 4.53 0.04 -0.97 -0.5393
O 1.3295 -2.7201 -2.9592 -5.88 1.74 0.67 -0.1744
N -0.4564 -2.6263 -1.4282 0.33 -2.39 2.48 0.1719
N -0.7546 -1.4547 -3.2362 2.09 -0.21 -4.11 0.1811
H 0.3426 -2.8418 -0.8301 -0.69 -0.47 0.50 0.0469
H -1.2308 -2.1490 -0.9889 0.56 0.18 -0.66 0.0455
H -0.2497 -1.1905 -4.1153 -1.37 -0.09 0.83 0.0805
H -1.4582 -0.8289 -2.8673 0.15 0.02 0.43 0.0542
C 2.0663 -3.8887 0.4900 1.66 0.89 6.24 -0.5627
O 2.4042 -3.5961 1.7961 -1.59 -1.52 -5.36 -0.1296
N 1.9202 -2.9596 -0.3997 1.49 1.60 -1.86 0.1363
N 1.7988 -5.1284 0.1109 -0.06 -3.20 2.84 0.1625
H 2.0981 -2.0235 -0.0811 0.36 0.65 0.82 0.0700
H 2.0767 -3.0082 -1.4427 -0.70 -0.68 0.53 0.1052
H 1.7727 -5.8473 0.9089 0.27 1.60 -2.16 0.1559
H 1.6926 -5.4158 -0.8375 -0.16 0.04 -0.37 0.1032
C -1.8892 1.5039 -4.1869 0.89 0.00 7.13 -0.5418
O -2.0505 0.9501 -2.8673 0.20 2.72 -7.04 -0.1438
N -2.1789 0.9203 -5.3024 -2.68 -2.34 -3.48 0.1402
N -1.2698 2.6591 -4.3609 0.77 0.95 2.47 0.1909
H -2.8201 0.1554 -5.1481 0.00 -0.29 -0.60 0.1380
H -2.2038 1.3815 -6.2630 0.08 -0.71 2.22 0.1860
H -0.7640 2.9363 -3.5245 -0.02 0.55 0.27 0.0672
H -0.8661 3.0482 -5.1846 -0.24 -0.36 -0.82 0.1205
C -0.6605 -2.3037 2.6015 2.78 1.81 2.86 -0.4767
O 0.3397 -1.3379 2.7021 -4.80 -4.31 -0.45 -0.1411
N -0.6768 -3.4542 3.3102 2.33 -0.52 1.01 0.1418
N -1.8524 -2.1470 2.0504 -1.77 1.43 -1.71 0.1619
H 0.2156 -3.7346 3.8689 -1.54 0.13 -1.07 0.0490
H -1.3756 -4.2057 3.2440 0.43 1.10 -0.36 0.1183
H -2.0768 -1.3049 1.5299 0.27 -0.38 -0.03 0.0651
H -2.5891 -2.8562 2.1860 0.98 0.89 -0.21 0.1318
C 1.7762 -3.4120 5.4436 2.68 -3.66 6.76 -0.6313
O 2.1427 -3.9614 6.6474 -1.99 2.67 -5.49 -0.1260
N 1.5346 -2.1652 5.2527 -0.39 4.18 0.89 0.1920
N 1.6294 -4.1231 4.3510 0.93 -5.06 -1.29 0.0949
H 1.6493 -1.6217 6.0789 0.06 0.44 0.43 0.1117
H 1.2707 -1.6413 4.4085 0.03 -1.05 -0.06 0.0882
H 1.8749 -5.1592 4.4778 -0.38 2.31 -0.26 0.1771
H 1.9435 -3.7402 3.4561 0.30 -0.10 -0.49 0.0535
C -0.2469 5.6045 0.2238 4.39 6.26 4.63 -0.7418
O 0.4935 6.6785 0.6283 -2.93 -4.63 -2.43 -0.1160
N -0.0784 4.4295 0.7101 3.56 -4.70 3.61 0.1456
N -1.3298 5.7100 -0.4346 -5.94 2.61 -5.05 0.1386
H 0.7039 4.3574 1.4417 -1.64 0.02 -1.82 0.1735
H -0.6569 3.5697 0.5722 0.35 0.77 0.11 0.0781
H -1.5139 6.6872 -0.8039 0.16 -2.00 0.57 0.1611
H -2.0300 4.9438 -0.7033 1.83 1.62 0.83 0.1686
C 1.5577 4.0586 -2.1685 1.26 0.83 -0.65 -0.1518
O 0.1999 3.7645 -2.2430 -1.00 -0.75 0.46 -0.1641
H 2.0068 3.8208 -1.2053 0.01 -0.51 -0.01 0.0792
H 1.5902 5.1439 -2.2297 0.82 0.27 -0.35 0.0832
H 2.1153 3.5760 -3.0085 -0.50 0.38 0.75 0.1018
H -0.1459 4.1269 -1.4144 -0.24 -0.42 -0.54 0.0268
C 1.3456 0.2183 -4.7917 2.27 -0.98 -0.05 -0.1761
O 0.3024 -0.2147 -5.6033 -0.42 -0.74 -1.33 -0.1452
H 1.8705 1.0565 -5.2180 0.19 0.62 -0.30 0.0690
H 2.1693 -0.5847 -4.6182 -1.84 1.00 -0.28 0.1272
H 0.9008 0.4973 -3.8830 0.11 0.47 1.67 0.0256
H -0.5088 0.2757 -5.3969 0.61 -0.30 -0.25 0.0048
C -3.3748 -1.4424 -0.5582 -0.02 0.86 0.03 -0.1274
O -2.1115 -0.8183 -0.5513 -0.34 -2.00 0.34 -0.1772
H -3.9765 -1.1916 -1.4055 -0.36 0.60 -0.77 0.0811
H -3.9105 -1.1123 0.3330 -0.34 -0.75 0.17 0.0634
H -3.2135 -2.4961 -0.6768 0.00 -0.68 0.64 0.0868
H -2.1743 0.1021 -0.6035 0.04 2.74 -0.30 0.0199
C 2.5570 0.9678 3.9368 -0.60 -1.43 -2.41 -0.1195
O 1.2715 1.2667 3.3585 -0.20 1.31 0.64 -0.1623
H 2.5009 0.4164 4.8401 -0.22 -0.39 1.09 0.0449
H 3.1792 1.8362 4.0826 -0.28 0.53 -0.14 0.0771
H 3.0161 0.3064 3.1722 0.48 0.35 0.66 0.0867
H 0.6309 0.5345 3.3550 0.75 -0.23 0.07 0.0302
```
Forces are in eV/Å.

Calculated values
energy relative to the best compared isomer or geometry (same formula, charge and spin): 9.098 eV
electronic energy: -59721.12839 eV
HOMO-LUMO gap: 8.3 eV
multiplicity: 1
molar mass: 594.6 u
SMILES: NC(N)=O.NC(N)=O.NC(N)=O.NC(N)=O.NC(N)=O.NC(N)=O.NC(N)=O.CCO.CO.CO.CO.CO
HOMO: -8.68 eV

Entry 2:
A structure of composition C13H52BeN26O13 at a distorted geometry. Source: OMol25; level of theory: ωB97M-V/def2-TZVPD.

Geometry as XYZ:
```
105
Properties=species:S:1:pos:R:3:forces:R:3:lowdin_charge:R:1
Be 9.6102 -2.4353 -6.1882 0.40 0.02 0.65 0.9985
C 10.0751 0.1468 -1.2859 -2.73 -0.74 -2.45 -0.6722
O 8.9025 -0.3455 -1.3730 2.77 0.50 0.53 -0.0274
N 11.0933 -0.0667 -2.1216 1.48 -1.43 -1.38 0.1644
N 10.4088 1.1992 -0.5929 -1.22 3.19 4.18 0.1673
H 11.0732 -0.6260 -2.9623 -0.29 -0.22 -0.08 0.0684
H 11.8571 0.5809 -1.9903 0.07 -0.58 -0.57 0.1156
H 11.3165 1.6201 -0.4549 -0.04 -0.55 -0.37 0.1259
H 9.7408 1.5544 0.0762 -0.09 -0.19 -0.03 0.1309
C 11.4337 0.4429 -8.0213 -1.70 -2.31 -0.88 -0.7354
O 10.7436 -0.5640 -7.8214 0.59 0.47 0.26 -0.0031
N 11.3147 1.6320 -7.4582 -1.30 1.11 2.06 0.1978
N 12.3150 0.4899 -8.9953 3.43 -0.07 -2.78 0.1732
H 10.5839 1.6155 -6.7612 0.39 0.70 0.36 0.0950
H 12.0190 2.3483 -7.5626 -0.49 -0.06 0.32 0.1254
H 12.4778 -0.1981 -9.7165 -0.47 -0.27 0.58 0.1188
H 12.9191 1.2926 -9.0989 -0.26 -0.05 -0.08 0.1126
C 12.7440 -1.3465 -4.8460 -2.49 -0.37 0.90 -0.6267
O 11.4844 -1.2872 -4.9850 1.93 -0.33 -0.07 -0.0485
N 13.6483 -0.9310 -5.7287 -0.05 -0.15 -0.29 0.1958
N 13.3079 -1.8014 -3.6894 -0.85 0.04 -0.21 0.1760
H 14.5711 -0.9251 -5.3180 0.20 0.58 -1.30 0.1185
H 13.2913 -0.5394 -6.5885 0.71 0.12 0.05 0.0997
H 14.3069 -1.7753 -3.5431 -0.41 -0.29 0.35 0.1131
H 12.6398 -2.2109 -3.0522 0.56 -0.12 0.23 0.1086
C 8.1360 -5.7444 -5.7082 0.90 0.71 -0.07 -0.7398
O 8.5899 -4.6320 -5.9928 0.17 0.31 -0.79 0.0101
N 6.9322 -6.0567 -5.3345 -3.88 2.78 0.46 0.1933
N 8.7823 -6.8627 -5.6843 5.06 -3.76 -0.94 0.1816
H 6.5872 -7.0010 -5.2381 -0.24 0.67 -0.05 0.1409
H 6.3575 -5.2320 -5.4341 -1.21 -0.69 0.98 0.0737
H 8.3379 -7.7452 -5.4749 0.18 0.35 -0.05 0.1279
H 9.6874 -6.9489 -6.1242 0.09 0.18 0.28 0.1061
C 8.6735 1.0111 -5.3503 1.47 -2.18 0.64 -0.7517
O 9.0372 -0.1016 -5.6578 0.37 -3.14 -1.02 0.0124
N 8.0434 1.8336 -6.1384 -1.42 2.68 -1.17 0.1975
N 9.0033 1.5095 -4.1681 -0.42 2.40 2.35 0.1980
H 7.7881 1.5625 -7.0772 0.19 -0.25 0.14 0.0740
H 8.1466 2.8083 -5.8946 -0.45 -0.07 -0.33 0.1252
H 9.5435 1.0786 -3.4315 -0.28 -0.53 -0.63 0.0758
H 8.3125 2.1810 -3.8648 0.43 0.15 0.55 0.1183
C 8.0566 0.9822 -9.4612 -0.46 2.96 -2.72 -0.8003
O 8.0899 0.4674 -8.4282 0.36 -3.83 5.97 0.0726
N 8.5992 2.1427 -9.7505 2.73 3.15 0.07 0.1886
N 7.2967 0.6579 -10.4612 -2.63 -2.15 -3.41 0.1828
H 9.2405 2.5570 -9.0893 0.12 -0.05 -0.38 0.1108
H 8.6244 2.4156 -10.7226 0.48 0.41 0.48 0.1213
H 7.1819 1.4462 -11.0820 -0.94 -0.87 -0.37 0.1207
H 6.5155 0.0527 -10.2523 0.05 0.17 -0.42 0.1217
C 9.5619 -3.8082 -2.8066 0.61 0.68 -1.82 -0.8041
O 9.9159 -3.3731 -3.8802 1.02 3.07 -2.87 0.0209
N 9.4540 -5.0557 -2.6833 -0.72 -7.14 0.24 0.1989
N 9.3192 -3.2233 -1.6985 -0.73 3.92 3.44 0.2147
H 9.7950 -5.6297 -3.4411 -0.36 -0.24 0.34 0.1239
H 8.9581 -5.4125 -1.8790 0.38 -0.66 -0.50 0.1318
H 9.1996 -3.7638 -0.8537 0.05 0.53 -0.18 0.1339
H 9.3098 -2.2135 -1.6807 -0.35 0.24 0.49 0.0640
C 8.0899 -3.1406 -8.9199 1.27 1.82 2.09 -0.7168
O 9.2573 -2.8391 -8.6410 0.87 0.47 1.54 -0.0219
N 7.7710 -4.2932 -9.3886 -1.46 -2.84 -1.87 0.2145
N 7.0451 -2.3729 -8.6518 -0.53 0.64 -0.49 0.2181
H 6.8053 -4.2577 -9.6824 0.47 -1.63 -0.44 0.1063
H 8.3794 -5.0993 -9.4014 -0.34 0.28 -0.29 0.1457
H 6.1851 -2.7369 -9.0365 -0.25 1.10 0.75 0.1029
H 7.2136 -1.4473 -8.2845 -0.30 0.34 -0.12 0.0945
C 10.3818 -2.3737 -12.5614 3.06 -1.18 -8.20 -0.8020
O 10.3073 -2.1336 -13.7876 -1.05 0.10 1.33 0.0125
N 11.2528 -3.2688 -12.1805 2.79 -3.07 1.41 0.1608
N 9.8390 -1.7735 -11.6249 -4.91 4.29 5.40 0.2047
H 11.3386 -3.4502 -11.1906 0.05 0.15 -1.00 0.0384
H 11.9634 -3.5335 -12.8476 -0.22 -0.13 0.22 0.1297
H 8.9833 -1.2859 -11.8488 0.22 0.33 0.35 0.1226
H 10.1271 -1.8658 -10.6612 -0.37 -0.03 -0.01 0.0948
C 4.1396 -4.8484 -6.8186 0.96 -0.07 -0.45 -0.7955
O 4.2976 -5.0658 -5.6694 -0.47 -1.26 5.00 0.0406
N 5.2106 -4.7586 -7.5652 2.32 0.45 -3.57 0.1842
N 3.0161 -4.6067 -7.4018 -3.67 0.71 -2.08 0.2132
H 6.1171 -5.0801 -7.2570 -0.34 0.13 -0.17 0.0898
H 5.0483 -4.5695 -8.5440 0.50 -0.29 0.16 0.0918
H 2.1503 -4.5571 -6.8841 0.27 -0.13 -0.06 0.1410
H 2.9796 -4.5322 -8.4084 -0.36 0.01 0.33 0.1218
C 12.9911 -6.9530 -5.4290 -1.81 0.10 -1.39 -0.8134
O 12.9713 -7.7991 -4.6082 1.04 -2.07 3.19 0.0931
N 13.3235 -5.6933 -5.3555 3.15 4.06 2.44 0.1754
N 12.4395 -7.1668 -6.5987 -2.23 -1.39 -4.02 0.1528
H 13.1018 -4.9236 -5.9707 -0.37 -0.66 -0.08 0.0619
H 14.0662 -5.5062 -4.6970 -0.29 0.27 0.17 0.1164
H 11.8794 -8.0032 -6.6812 0.31 0.11 -0.32 0.1145
H 12.4151 -6.4571 -7.3170 -0.07 -0.43 0.11 0.0922
C 12.2799 -3.6314 -8.1484 0.36 1.48 3.47 -0.6847
O 11.5793 -3.5323 -7.0959 1.04 0.03 0.19 -0.0276
N 11.6802 -3.8435 -9.2611 -1.08 -1.05 -2.40 0.1771
N 13.6179 -3.4885 -8.1904 0.25 0.03 0.75 0.2001
H 10.7251 -4.0506 -9.0062 -0.65 0.08 -1.22 0.0992
H 12.1928 -4.1149 -10.0880 -0.27 -0.44 0.47 0.1164
H 14.0777 -3.2888 -7.3136 0.19 0.13 -0.43 0.1047
H 14.1002 -3.4654 -9.0775 0.15 -0.04 0.44 0.1232
C 6.3011 -2.2099 -4.5103 -0.60 -0.97 -0.89 -0.7100
O 7.1237 -2.5108 -5.3611 1.68 0.23 -1.30 0.0098
N 5.1182 -2.7925 -4.4799 -1.74 -1.11 -0.60 0.1880
N 6.3829 -1.3132 -3.5575 1.69 2.03 2.48 0.1962
H 4.9056 -3.4516 -5.2150 -0.25 -0.11 0.67 0.0561
H 4.5094 -2.6831 -3.6814 -0.08 -0.20 -0.54 0.1235
H 7.3238 -1.1041 -3.2558 0.11 0.34 0.12 0.0900
H 5.7639 -1.5322 -2.7901 0.23 0.58 0.15 0.1163
```
Forces are in eV/Å.

Calculated values
charge: +2
energy relative to the best compared isomer or geometry (same formula, charge and spin): 0.419 eV
electronic energy: -80080.51287 eV
HOMO-LUMO gap: 8.2 eV
multiplicity: 1
molar mass: 789.7 u
HOMO: -12.95 eV

Question: Which of these has the lowest energy relative to the best compared isomer or geometry (same formula, charge and spin)?
Answer: C13H52BeN26O13